1.
Formula: C69H63I2N3O19P2
Source: the OMol25 dataset
Level of theory: wB97M-V/def2-TZVPD

Summary:
lowest unoccupied orbital energy	-0.063	Ha
strongest force on any atom	2.02	eV/A
SMILES	CCCNP(COCCC)([PH2]=N)(/C(I)=C(/C)I)c1ccncc1.O=C1C=CC(=O)C=C1.O=C1C=CC(=O)C=C1.O=C1C=CC(=O)C=C1.O=C1C=CC(=O)C=C1.O=C1C=CC(=O)C=C1.O=C1C=CC(=O)C=C1.O=C1C=CC(=O)C=C1.O=C1C=CC(=O)C=C1.O=C1C=CC(=O)C=C1

Positions of all 158 atoms, in Å:
C: -4.448 -1.261 3.732
C: -3.366 -2.214 3.226
C: -2.798 -1.798 1.853
N: -3.535 -2.507 0.785
P: -3.622 -1.785 -0.843
C: -3.765 -3.504 -1.655
O: -4.345 -4.464 -0.811
C: -3.527 -5.579 -0.531
C: -3.263 -6.489 -1.735
C: -1.821 -7.006 -1.737
P: -3.723 -0.910 -2.982
N: -2.363 -1.162 -3.776
C: -5.048 -0.640 -0.379
I: -4.622 1.263 0.480
C: -6.342 -0.882 -0.532
C: -7.471 0.020 -0.130
I: -6.997 -2.675 -1.412
C: -1.869 -1.236 -0.803
C: -0.860 -2.196 -0.707
C: 0.475 -1.822 -0.703
N: 0.870 -0.549 -0.785
C: -0.090 0.359 -0.894
C: -1.457 0.087 -0.904
H: -4.125 -0.236 3.584
H: -5.378 -1.423 3.190
H: -4.629 -1.443 4.786
H: -3.757 -3.223 3.111
H: -2.544 -2.236 3.938
H: -2.867 -0.712 1.802
H: -1.751 -2.077 1.846
H: -4.493 -2.557 1.118
H: -4.370 -3.418 -2.553
H: -2.763 -3.804 -1.957
H: -4.072 -6.155 0.213
H: -2.598 -5.278 -0.042
H: -3.946 -7.331 -1.723
H: -3.433 -5.947 -2.662
H: -1.546 -7.460 -2.681
H: -1.162 -6.169 -1.533
H: -1.678 -7.700 -0.913
H: -4.814 -1.464 -3.691
H: -3.985 0.485 -2.884
H: -2.538 -1.686 -4.626
H: -8.410 -0.512 -0.218
H: -7.373 0.289 0.917
H: -7.511 0.906 -0.755
H: -1.109 -3.243 -0.621
H: 1.244 -2.573 -0.633
H: 0.224 1.389 -0.983
H: -2.163 0.888 -1.019
O: -2.671 1.629 4.510
C: -3.512 2.163 5.204
C: -3.353 2.250 6.676
C: -4.287 2.822 7.431
C: -5.519 3.399 6.837
O: -6.370 3.922 7.524
C: -5.675 3.310 5.361
C: -4.743 2.737 4.605
H: -2.445 1.818 7.093
H: -4.196 2.896 8.508
H: -6.581 3.734 4.948
H: -4.828 2.652 3.530
O: 1.024 -4.208 -0.772
C: 1.705 -4.436 -1.750
C: 3.165 -4.671 -1.630
C: 3.915 -4.908 -2.701
C: 3.324 -4.955 -4.062
O: 4.010 -5.175 -5.037
C: 1.863 -4.724 -4.180
C: 1.113 -4.486 -3.109
H: 3.576 -4.629 -0.629
H: 4.984 -5.072 -2.638
H: 1.455 -4.753 -5.182
H: 0.046 -4.308 -3.174
O: 7.823 0.929 -5.261
C: 6.869 0.207 -5.065
C: 5.589 0.739 -4.535
C: 4.545 -0.056 -4.325
C: 4.617 -1.502 -4.614
O: 3.649 -2.205 -4.429
C: 5.894 -2.050 -5.137
C: 6.940 -1.254 -5.347
H: 5.552 1.801 -4.331
H: 3.602 0.311 -3.941
H: 5.916 -3.115 -5.338
H: 7.883 -1.622 -5.733
O: 3.132 7.501 -7.162
C: 3.126 6.360 -6.751
C: 3.274 6.064 -5.304
C: 3.266 4.818 -4.850
C: 3.089 3.673 -5.761
O: 3.045 2.546 -5.316
C: 2.945 3.954 -7.209
C: 2.968 5.202 -7.671
H: 3.382 6.916 -4.645
H: 3.369 4.583 -3.798
H: 2.822 3.093 -7.854
H: 2.864 5.434 -8.723
O: -1.711 4.739 0.803
C: -1.218 5.009 -0.271
C: -0.300 6.166 -0.437
C: 0.255 6.443 -1.614
C: -0.028 5.614 -2.807
O: 0.499 5.856 -3.874
C: -0.957 4.465 -2.652
C: -1.503 4.182 -1.472
H: -0.103 6.752 0.452
H: 0.939 7.266 -1.759
H: -1.145 3.872 -3.539
H: -2.176 3.345 -1.328
O: -1.283 0.905 8.505
C: -1.126 -0.273 8.756
C: -0.872 -0.744 10.137
C: -0.700 -2.037 10.403
C: -0.760 -3.055 9.324
O: -0.608 -4.235 9.565
C: -1.015 -2.583 7.940
C: -1.185 -1.291 7.676
H: -0.835 0.017 10.905
H: -0.517 -2.404 11.401
H: -1.053 -3.344 7.171
H: -1.372 -0.919 6.675
O: 5.261 12.595 -2.859
C: 4.748 11.551 -2.525
C: 5.231 10.801 -1.336
C: 4.669 9.653 -0.970
C: 3.535 9.076 -1.732
O: 3.021 8.027 -1.398
C: 3.051 9.822 -2.920
C: 3.613 10.970 -3.288
H: 6.058 11.242 -0.796
H: 5.004 9.089 -0.109
H: 2.225 9.380 -3.463
H: 3.279 11.531 -4.151
O: 4.544 1.908 -9.369
C: 5.074 0.827 -9.506
C: 6.017 0.563 -10.621
C: 6.595 -0.626 -10.766
C: 6.321 -1.739 -9.821
O: 6.850 -2.820 -9.954
C: 5.375 -1.474 -8.706
C: 4.799 -0.284 -8.559
H: 6.202 1.388 -11.297
H: 7.286 -0.842 -11.571
H: 5.188 -2.299 -8.030
H: 4.108 -0.066 -7.753
O: -1.659 -3.404 13.096
C: -1.508 -4.585 13.338
C: -1.253 -5.055 14.722
C: -1.084 -6.347 14.989
C: -1.143 -7.371 13.913
O: -0.990 -8.547 14.160
C: -1.398 -6.896 12.530
C: -1.569 -5.604 12.262
H: -1.214 -4.292 15.489
H: -0.896 -6.715 15.989
H: -1.436 -7.658 11.762
H: -1.753 -5.238 11.264

---

2.
Formula: C69H70As2CsN7O11S3Se2
Source: the OMol25 dataset
Level of theory: wB97M-V/def2-TZVPD

Summary:
charge	-2
lowest unoccupied orbital energy (spin up / spin down)	0.098 / 0.098	Ha
ΔE to the lowest compared entry with this formula, charge and spin	23.37	kcal/mol
strongest force on any atom	1.96	eV/A

Positions of all 165 atoms, in Å:
Cs: 0.942 1.281 -0.396
C: 3.259 5.132 2.975
C: 3.021 3.884 2.156
N: 2.444 3.884 1.009
N: 2.015 5.009 0.444
C: 1.399 4.801 -0.727
O: 1.188 3.704 -1.271
C: 0.941 6.069 -1.375
C: 0.565 6.051 -2.714
C: 0.125 7.204 -3.336
C: 0.052 8.393 -2.626
C: 0.434 8.420 -1.293
C: 0.872 7.265 -0.670
C: 3.425 2.588 2.662
C: 3.844 2.391 3.990
C: 4.187 1.119 4.402
C: 4.121 0.073 3.495
C: 3.700 0.367 2.204
N: 3.376 1.568 1.801
H: 3.060 5.986 2.333
H: 4.286 5.178 3.334
H: 2.584 5.169 3.830
H: 0.630 5.114 -3.245
H: -0.169 7.171 -4.377
H: -0.288 9.303 -3.109
H: 0.388 9.346 -0.734
H: 1.164 7.266 0.368
H: 3.892 3.213 4.689
H: 4.515 0.940 5.420
H: 4.387 -0.935 3.774
H: 3.629 -0.402 1.449
O: 0.880 -0.026 -7.234
C: 1.769 0.615 -6.357
C: 2.424 -0.319 -5.320
C: 3.160 -1.421 -6.118
O: 3.563 -2.527 -5.357
C: 1.375 -1.030 -4.452
Se: -0.461 -0.313 -4.339
C: 3.369 0.573 -4.503
Se: 5.122 -0.158 -3.987
H: 0.121 -0.282 -6.679
H: 1.260 1.422 -5.807
H: 2.549 1.055 -6.988
H: 4.026 -0.975 -6.633
H: 2.474 -1.811 -6.878
H: 4.214 -2.173 -4.720
H: 1.727 -1.149 -3.425
H: 1.203 -2.027 -4.866
H: 2.898 0.909 -3.575
H: 3.636 1.460 -5.082
N: 0.393 0.118 1.755
S: 0.313 -1.132 2.456
N: 1.557 -2.248 2.419
S: 1.500 -3.684 1.870
N: 1.042 -3.998 0.439
S: 1.409 -2.848 -0.801
N: 0.993 -1.495 -0.549
C: 3.169 -3.232 -1.010
C: 4.072 -2.234 -1.312
C: 5.407 -2.562 -1.478
C: 5.818 -3.876 -1.331
C: 4.905 -4.871 -1.010
C: 3.570 -4.548 -0.857
C: 0.682 -3.787 -2.174
C: 1.462 -4.125 -3.264
C: 0.888 -4.790 -4.335
C: -0.460 -5.106 -4.316
C: -1.237 -4.757 -3.222
C: -0.666 -4.093 -2.150
C: 3.207 -4.220 2.177
C: 3.483 -5.492 2.653
C: 4.795 -5.862 2.896
C: 5.828 -4.972 2.648
C: 5.548 -3.704 2.160
C: 4.237 -3.325 1.936
C: 0.571 -4.809 2.917
C: -0.329 -5.710 2.354
C: -1.072 -6.532 3.175
C: -0.922 -6.464 4.560
C: -0.005 -5.578 5.117
C: 0.742 -4.754 4.302
C: -1.141 -2.214 2.232
C: -1.711 -2.347 0.980
C: -2.771 -3.222 0.809
C: -3.258 -3.947 1.887
C: -2.707 -3.778 3.148
C: -1.644 -2.907 3.317
C: 0.276 -0.841 4.252
C: -0.775 -0.082 4.742
C: -0.818 0.250 6.083
C: 0.211 -0.145 6.925
C: 1.278 -0.872 6.426
C: 1.312 -1.221 5.086
H: 3.727 -1.220 -1.451
H: 6.105 -1.793 -1.771
H: 6.857 -4.132 -1.480
H: 5.231 -5.897 -0.897
H: 2.827 -5.300 -0.630
H: 2.504 -3.850 -3.310
H: 1.499 -5.036 -5.191
H: -0.909 -5.616 -5.158
H: -2.292 -4.993 -3.215
H: -1.254 -3.799 -1.295
H: 2.677 -6.188 2.832
H: 5.008 -6.845 3.291
H: 6.852 -5.267 2.831
H: 6.350 -3.012 1.954
H: 3.990 -2.343 1.570
H: -0.431 -5.722 1.280
H: -1.784 -7.222 2.746
H: -1.514 -7.096 5.204
H: 0.121 -5.529 6.190
H: 1.453 -4.057 4.719
H: -1.323 -1.758 0.163
H: -3.228 -3.333 -0.164
H: -4.080 -4.636 1.748
H: -3.088 -4.333 3.996
H: -1.206 -2.759 4.294
H: -1.546 0.245 4.062
H: -1.652 0.812 6.474
H: 0.181 0.120 7.973
H: 2.080 -1.187 7.083
H: 2.137 -1.776 4.665
C: -3.815 1.329 -5.370
O: -4.206 1.345 -4.012
C: -3.178 1.626 -3.143
O: -2.049 1.863 -3.540
C: -3.567 1.545 -1.765
C: -4.855 1.220 -1.351
As: -6.102 2.510 -2.061
C: -7.888 2.020 -1.313
C: -5.406 3.672 -0.596
C: -4.164 3.686 -0.088
As: -2.542 2.487 -0.409
C: -1.781 3.904 -1.521
C: -3.750 4.609 0.985
O: -3.435 4.166 2.066
O: -3.672 5.943 0.801
C: -3.777 6.536 -0.476
C: -6.431 4.646 -0.250
O: -7.231 5.076 -1.063
O: -6.438 5.018 1.041
C: -7.463 5.913 1.428
C: -5.027 0.795 0.009
O: -6.029 0.910 0.701
O: -3.922 0.154 0.491
C: -3.947 -0.104 1.876
H: -4.697 1.052 -5.944
H: -3.004 0.606 -5.515
H: -3.454 2.317 -5.673
H: -8.251 1.139 -1.846
H: -8.579 2.843 -1.497
H: -7.838 1.801 -0.253
H: -2.483 4.282 -2.270
H: -0.900 3.516 -2.025
H: -1.470 4.713 -0.857
H: -4.342 7.460 -0.350
H: -4.282 5.892 -1.200
H: -2.773 6.771 -0.843
H: -7.194 6.278 2.417
H: -8.428 5.397 1.464
H: -7.538 6.741 0.718
H: -2.933 -0.377 2.151
H: -4.635 -0.927 2.097
H: -4.266 0.790 2.418

---

3.
Formula: C69H75BrGeN2O2P2SiTa
Source: the OMol25 dataset
Level of theory: wB97M-V/def2-TZVPD

Summary:
charge	+1
lowest unoccupied orbital energy	-0.134	Ha
ΔE to the lowest compared entry with this formula, charge and spin	75.40	kcal/mol
strongest force on any atom	1.58	eV/A

Positions of all 154 atoms, in Å:
Ta: 0.282 0.349 -0.156
C: 1.181 -3.374 0.138
Si: 0.613 -2.014 1.263
C: -0.721 -3.050 2.214
C: -0.200 -4.012 3.103
C: -0.974 -5.023 3.642
C: -2.319 -5.123 3.310
C: -2.873 -4.166 2.487
C: -2.092 -3.135 1.941
P: -2.872 -1.742 1.105
C: -4.294 -1.543 2.267
C: -5.592 -1.956 1.981
C: -6.597 -1.853 2.938
C: -6.314 -1.337 4.195
C: -5.017 -0.933 4.499
C: -4.014 -1.040 3.540
C: -3.648 -2.373 -0.438
C: -3.772 -1.294 -1.497
C: -4.054 -2.180 -3.462
C: -4.221 -3.657 -3.216
C: -4.149 -4.268 -2.032
C: -3.794 -3.670 -0.722
C: 1.938 -1.693 2.543
C: 2.707 -2.775 3.008
C: 3.565 -2.645 4.083
C: 3.710 -1.406 4.705
C: 3.017 -0.314 4.218
C: 2.139 -0.456 3.136
P: 1.323 1.018 2.451
C: 0.344 1.673 3.824
C: 0.937 2.375 4.876
C: 0.166 2.803 5.945
C: -1.201 2.545 5.975
C: -1.797 1.854 4.932
C: -1.025 1.424 3.860
C: 2.744 2.152 2.298
C: 2.608 3.524 2.489
C: 3.676 4.379 2.248
C: 4.891 3.870 1.810
C: 5.045 2.500 1.654
C: 3.977 1.647 1.902
H: 0.762 -4.315 0.505
H: 0.819 -3.224 -0.877
H: 2.268 -3.458 0.089
H: 0.837 -3.977 3.395
H: -0.526 -5.733 4.329
H: -2.932 -5.920 3.716
H: -3.942 -4.187 2.303
H: -5.824 -2.357 1.001
H: -7.601 -2.190 2.702
H: -7.098 -1.263 4.940
H: -4.784 -0.548 5.486
H: -2.995 -0.775 3.797
H: -3.594 -0.322 -1.065
H: -4.151 -1.934 -4.516
H: -4.466 -4.263 -4.083
H: -4.332 -5.337 -2.014
H: -3.597 -4.394 0.060
H: 2.639 -3.736 2.506
H: 4.130 -3.502 4.433
H: 4.380 -1.289 5.548
H: 3.182 0.658 4.670
H: 1.995 2.605 4.862
H: 0.636 3.340 6.759
H: -1.798 2.888 6.812
H: -2.861 1.655 4.945
H: -1.496 0.883 3.050
H: 1.676 3.927 2.848
H: 3.557 5.446 2.404
H: 5.722 4.539 1.612
H: 6.001 2.090 1.347
H: 4.110 0.581 1.820
C: 0.180 -2.949 -3.682
C: 1.263 -1.883 -3.492
C: 1.816 -1.445 -4.854
C: 2.394 -2.351 -2.601
C: 3.006 -3.563 -2.903
C: 4.165 -3.963 -2.266
C: 4.777 -3.100 -1.377
C: 4.200 -1.879 -1.040
C: 5.042 -0.894 -0.252
C: 5.674 -1.484 1.004
C: 6.148 -0.325 -1.155
C: 2.941 -1.553 -1.580
N: 2.291 -0.295 -1.176
C: 2.948 0.727 -1.657
C: 2.653 2.021 -1.381
C: 3.382 3.098 -1.868
C: 2.717 4.212 -1.433
C: 1.577 3.782 -0.716
N: 1.545 2.402 -0.635
C: 0.520 4.829 -0.381
C: -0.121 4.716 1.012
C: 1.133 6.234 -0.439
C: -0.493 4.743 -1.535
H: -0.665 -2.537 -4.247
H: -0.194 -3.321 -2.726
H: 0.557 -3.805 -4.248
H: 0.834 -1.006 -3.042
H: 2.259 -2.294 -5.383
H: 2.592 -0.683 -4.739
H: 1.020 -1.027 -5.479
H: 2.575 -4.197 -3.672
H: 4.626 -4.913 -2.513
H: 5.745 -3.361 -0.961
H: 4.398 -0.077 0.034
H: 6.427 -2.238 0.756
H: 4.930 -1.945 1.646
H: 6.182 -0.700 1.580
H: 6.822 -1.123 -1.481
H: 6.743 0.419 -0.615
H: 5.746 0.153 -2.052
H: 3.791 0.546 -2.321
H: 4.286 3.038 -2.462
H: 2.984 5.241 -1.625
H: 0.456 5.304 1.726
H: -0.161 3.704 1.384
H: -1.135 5.127 0.999
H: 2.036 6.299 0.173
H: 0.409 6.954 -0.050
H: 1.381 6.534 -1.460
H: -0.989 3.776 -1.604
H: 0.028 4.898 -2.484
H: -1.249 5.524 -1.430
Br: -2.155 2.369 -4.215
C: -2.936 0.745 -3.661
C: -4.407 0.787 -3.788
C: -5.273 -0.043 -3.194
C: -4.968 -1.339 -2.497
C: -2.845 -1.588 -2.715
C: -2.231 -0.265 -3.120
C: -1.012 -0.050 -2.345
O: -0.217 0.921 -2.364
O: -0.789 -0.905 -1.339
H: -4.801 1.635 -4.332
H: -6.326 0.194 -3.324
H: -5.869 -1.832 -2.143
H: -2.062 -2.309 -2.529
C: -3.526 3.618 -0.843
Ge: -3.261 2.263 0.508
C: -4.902 1.216 0.419
C: -3.373 3.172 2.227
C: -1.316 1.696 0.459
H: -4.584 3.899 -0.836
H: -3.262 3.276 -1.847
H: -2.936 4.502 -0.612
H: -5.423 1.495 -0.503
H: -5.503 1.536 1.277
H: -4.822 0.144 0.465
H: -4.196 3.896 2.192
H: -2.450 3.709 2.460
H: -3.583 2.461 3.029
H: -1.054 1.905 1.492
H: -0.964 2.564 -0.105